## i
ORCA calculation (wB97M-V/def2-TZVPD) on 2 unconnected molecules or ions with the total composition C3H10NO3.

Geometry (Å):
O (1.37, -2.67, -0.49)
C (1.22, -1.39, -0.48)
C (-0.29, -1.18, -0.32)
N (-0.29, 0.25, 0.23)
C (-0.55, 0.34, 1.66)
O (2.08, -0.48, -0.37)
H (2.36, -3.03, -0.47)
H (-0.80, -1.90, 0.32)
H (-0.77, -1.06, -1.36)
H (0.66, 0.83, 0.09)
H (-0.87, 0.81, -0.35)
H (-0.67, 1.33, 2.08)
H (0.31, -0.16, 2.30)
H (-1.46, 0.03, 2.00)
H (-1.38, 3.09, -2.02)
H (0.02, 2.70, -1.54)
O (-0.94, 2.47, -1.30)

Properties
HOMO-LUMO gap   12.3 eV
LUMO level   -3.1 eV
HOMO energy   -15.4732 eV
Charge   +1


## ii
ORCA calculation (wB97M-V/def2-TZVPD) on 2 unconnected molecules or ions with the total composition C3H10NO3.

Geometry (Å):
C (-1.07, -1.76, -0.10)
C (-0.31, -0.52, 1.92)
C (0.67, 0.04, -0.18)
N (-0.31, -0.65, 0.44)
O (0.96, -0.14, -1.46)
O (1.46, 0.85, 0.43)
O (0.18, 2.28, -1.39)
H (-0.70, -2.63, 0.22)
H (-2.02, -1.72, 0.19)
H (-0.95, -1.64, -1.14)
H (0.38, 0.43, 2.22)
H (-1.35, -0.14, 2.24)
H (0.04, -1.42, 2.23)
H (-0.19, 1.72, -2.02)
H (1.50, 0.46, -1.98)
H (1.85, 1.62, 0.04)
H (-0.15, 3.20, -1.66)

Properties
HOMO-LUMO gap   11.9 eV
LUMO level   -3.3 eV
HOMO energy   -15.2034 eV
Charge   +1


## iii
ORCA calculation (wB97M-V/def2-TZVPD) on 2 unconnected molecules or ions with the total composition C3H10NO3.

Geometry (Å):
O (2.42, 1.16, -0.54)
C (1.36, 1.29, -1.08)
C (0.22, 0.41, -0.73)
C (-1.13, 1.25, -0.82)
O (-2.12, 0.28, -0.67)
N (0.19, -0.15, 0.63)
H (1.02, 1.95, -1.89)
H (0.22, -0.45, -1.53)
H (-1.22, 1.71, -1.84)
H (-1.46, 2.11, -0.14)
H (-3.07, 0.54, -0.73)
H (0.77, 0.39, 1.32)
H (-0.84, 0.04, 1.09)
H (0.46, -1.14, 0.66)
H (1.47, -3.70, 1.78)
H (0.62, -2.86, 2.66)
O (1.09, -2.82, 1.82)

Properties
HOMO-LUMO gap   11.1 eV
LUMO level   -3.5 eV
HOMO energy   -14.5983 eV
Charge   +1


Which of them is the most stable? Correct choice: i.


## i
ORCA calculation (wB97M-V/def2-TZVPD) on 2 unconnected molecules or ions with the total composition C3H8N2O.

Geometry (Å):
C (2.09, -1.07, 0.59)
C (2.22, 0.38, 0.77)
O (1.70, 1.29, 0.06)
H (2.25, -1.45, -0.43)
H (2.33, -1.61, 1.37)
H (2.86, 0.77, 1.55)
H (0.78, 1.14, -0.16)
N (-2.55, -0.29, 0.38)
C (-2.21, 0.15, -0.91)
N (-1.02, 0.82, -0.98)
H (-2.85, -1.22, 0.40)
H (-1.85, 0.03, 1.15)
H (-2.85, -0.21, -1.80)
H (-0.90, 1.25, -1.98)

Properties
HOMO-LUMO gap (alpha / beta)   2.8 / 8.5 eV
LUMO level (alpha / beta)   3.9 / 3.8 eV
Spin multiplicity   2
HOMO energy (alpha / beta)   1.1690 / -4.6939 eV
Charge   -1


## ii
ORCA calculation (wB97M-V/def2-TZVPD) on a gas-phase ion, C3H8N2O (charge -1).

Geometry (Å):
C (-0.31, 0.67, 0.99)
C (0.53, -0.57, 0.70)
C (0.99, -0.93, -0.68)
N (0.59, -0.20, -1.76)
O (1.70, -1.92, -0.86)
N (-1.62, 0.63, 0.35)
H (0.30, 1.56, 0.82)
H (-0.50, 0.69, 2.06)
H (0.03, -1.49, 1.04)
H (1.40, -0.59, 1.38)
H (0.89, -0.58, -2.63)
H (-0.09, 0.55, -1.67)
H (-1.58, 1.02, -0.59)
H (-2.32, 1.16, 0.85)

Properties
HOMO-LUMO gap (alpha / beta)   3.2 / 9.5 eV
LUMO level (alpha / beta)   4.3 / 4.2 eV
Spin multiplicity   2
HOMO energy (alpha / beta)   1.0844 / -5.3920 eV
Charge   -1


Which of them is the most stable? Correct choice: ii.


## i
ORCA calculation (wB97M-V/def2-TZVPD) on a single C5H7N3S molecule.

Geometry (Å):
C (-0.45, 1.87, 0.16)
C (-1.02, 0.55, -0.23)
C (0.87, 2.07, 0.29)
C (-1.26, -0.48, 0.59)
C (1.74, -0.18, -0.12)
N (1.92, 1.14, 0.09)
N (-0.99, -2.64, -0.44)
N (-1.39, -1.75, 0.67)
S (2.86, -1.26, -0.44)
H (-1.24, 2.68, 0.20)
H (-1.71, 0.62, -1.06)
H (1.26, 2.96, 0.60)
H (2.68, 1.76, 0.12)
H (0.08, -2.58, -0.61)
H (-1.45, -2.54, -1.25)
H (-1.91, -2.21, 1.43)

Properties
HOMO-LUMO gap (alpha / beta)   7.9 / 6.0 eV
LUMO level (alpha / beta)   0.2 / -0.6 eV
HOMO energy (alpha / beta)   -7.6677 / -6.6117 eV


## ii
ORCA calculation (wB97M-V/def2-TZVPD) on a single C5H7N3S molecule.

Geometry (Å):
C (1.83, -2.22, 1.91)
C (1.40, -1.28, 0.75)
C (1.20, -0.27, -1.06)
C (0.03, 0.04, -0.36)
C (-1.19, 0.79, -0.59)
H (1.07, -3.03, 2.17)
H (1.75, -1.65, 2.94)
H (2.97, -2.52, 1.96)
H (1.46, 0.24, -1.99)
H (-0.48, -0.50, 1.65)
H (-1.87, -0.73, -1.70)
H (-2.81, 0.59, -1.49)
N (2.01, -1.08, -0.36)
N (0.20, -0.70, 0.78)
N (-1.98, 0.13, -1.49)
S (-1.46, 2.30, 0.00)

Properties
HOMO-LUMO gap   8.7 eV
LUMO level   0.3 eV
HOMO energy   -8.4344 eV
SMILES   Cc1ncc(C(N)=S)[nH]1


Which of them is the most stable? Correct choice: ii.